The following is a DFT calculation (ωB97M-V with the def2-TZVPD basis set) of a structure of composition C36H34BF2N2P2Pd.

Output
- Strongest force on any atom: 0.01205 hartree/bohr
- DFT total energy: -69033.291 eV
- Frontier orbital gap: 6.36 eV
- Relative energy (zero: lowest compared OMol25 entry of this formula, charge and spin): 0.0 kcal per mole
- Total charge: +1
- Lowest unoccupied orbital energy: -3.735 eV
- Molecular weight: 711.86 g/mol

Last column: Löwdin charge in e.
Element x y z (Å)
Pd: 0.59 0.33 -0.81  0.5713
C: -2.93 0.08 1.16  -0.2886
C: -1.91 -1.07 1.29  -0.3317
P: -0.16 -0.53 1.21  0.9843
C: 0.07 0.49 2.70  -0.3624
C: 0.41 1.83 2.62  -0.1152
C: 0.56 2.59 3.77  -0.0698
C: 0.38 2.00 5.01  -0.0696
C: 0.05 0.65 5.10  -0.0667
C: -0.09 -0.10 3.95  -0.0822
C: 0.76 -2.02 1.73  -0.3659
C: 2.14 -1.88 1.92  -0.1019
C: 2.90 -2.94 2.38  -0.0756
C: 2.30 -4.16 2.65  -0.0790
C: 0.94 -4.32 2.45  -0.0806
C: 0.17 -3.25 1.99  -0.1004
C: -2.93 0.84 -0.17  -0.3482
P: -1.84 2.34 -0.20  1.0573
C: -3.05 3.63 -0.69  -0.3756
C: -4.21 3.79 0.06  -0.1138
C: -5.11 4.80 -0.21  -0.0809
C: -4.86 5.69 -1.25  -0.0837
C: -3.70 5.56 -2.00  -0.0778
C: -2.80 4.54 -1.72  -0.0897
C: -0.87 2.19 -1.75  -0.4764
C: -1.40 1.71 -2.96  -0.0912
C: -0.69 1.82 -4.14  -0.0617
C: 0.57 2.43 -4.15  -0.0752
C: 1.11 2.90 -2.97  -0.0955
C: 0.41 2.77 -1.77  -0.1675
H: -2.77 0.78 1.99  0.0970
H: -3.91 -0.36 1.31  0.1108
H: -2.07 -1.78 0.47  0.0819
H: -2.08 -1.59 2.23  0.0850
H: 0.53 2.30 1.65  0.0552
H: 0.82 3.64 3.70  0.1084
H: 0.50 2.59 5.91  0.1089
H: -0.08 0.19 6.07  0.1088
H: -0.33 -1.16 4.04  0.1085
H: 2.61 -0.92 1.73  0.1096
H: 3.96 -2.80 2.55  0.1107
H: 2.89 -4.99 3.03  0.1089
H: 0.47 -5.27 2.66  0.1108
H: -0.89 -3.39 1.85  0.0997
H: -3.94 1.19 -0.38  0.0762
H: -2.65 0.17 -0.99  0.0580
H: -4.41 3.11 0.89  0.1022
H: -6.00 4.90 0.38  0.1061
H: -5.56 6.48 -1.47  0.1052
H: -3.49 6.25 -2.80  0.1060
H: -1.90 4.45 -2.32  0.0976
H: -2.39 1.28 -2.97  0.1203
H: -1.12 1.45 -5.06  0.1162
H: 1.11 2.53 -5.08  0.1093
H: 2.08 3.39 -2.98  0.1079
H: 0.81 3.21 -0.86  0.0978
N: 2.56 -0.09 -1.81  0.0404
C: 3.08 -1.40 -1.51  -0.1943
C: 4.43 -1.54 -1.30  0.0026
C: 5.03 -2.76 -0.94  -0.0390
C: 4.26 -3.87 -0.80  -0.0133
C: 2.87 -3.79 -1.01  -0.1337
C: 2.06 -4.93 -0.85  0.0339
C: 0.71 -4.87 -1.01  -0.0022
C: 0.15 -3.64 -1.35  0.0017
N: 0.89 -2.55 -1.52  0.1459
C: 2.26 -2.56 -1.36  -0.0680
H: 2.43 0.07 -2.80  0.1073
H: 3.21 0.60 -1.46  0.1081
H: 5.05 -0.66 -1.42  0.1258
H: 6.10 -2.80 -0.79  0.1192
H: 4.69 -4.82 -0.53  0.1265
H: 2.54 -5.86 -0.58  0.1352
H: 0.07 -5.73 -0.89  0.1265
H: -0.91 -3.52 -1.51  0.1450
F: 0.58 -0.97 -3.30  0.1672
B: 0.14 -1.27 -2.05  -0.9579
F: -1.22 -1.44 -1.96  0.1300